{
  "formula": "C2H2GaO2P",
  "method": "ωB97M-V/def2-TZVPD",
  "lumo_ev": [-1.7, -1.7],
  "orbital_gap_ha": [0.2520, 0.2411],
  "molar_mass_g_mol": 158.7,
  "largest_force_ev_per_a": 3.12,
  "species": ["H", "Ga", "C", "O", "P", "O", "C", "H"],
  "xyz": [[0.8638, 0.1837, 2.1492], [-0.0181, -0.5361, -1.7443], [0.1105, -0.4518, 0.2375], [-1.0420, 0.3021, 0.3667], [-2.0811, 0.4835, -1.1129], [-0.9270, 1.1358, -2.1467], [1.0504, -0.3433, 1.2029], [2.0435, -0.7739, 1.0476]]
}